64
Properties=species:S:1:pos:R:3 method="wB97M-V/def2-TZVPD" lumo_energy_ev=1.93 gap_ev=7.7 charge=-1 total_energy_ev=-164565.197 homo_ha=-0.2105
C 2.21 -4.26 2.64
C 3.12 -3.67 1.47
C 2.64 -2.20 0.94
O 1.27 -1.98 1.34
Nb 0.53 -0.11 0.63
O 2.40 0.34 -0.19
C -0.10 -0.95 -1.37
C -1.34 -0.33 -2.10
O -1.62 0.86 -2.30
Cl -2.54 -1.55 -2.86
C 1.27 0.77 2.64
C 1.83 -0.31 3.64
O 3.09 -0.35 3.79
Br 0.75 -1.57 4.72
C -1.44 -0.56 1.67
C -2.30 -1.76 1.07
O -3.55 -1.80 1.86
C -1.65 -3.21 1.21
N -2.61 -4.32 0.87
N -0.25 1.87 0.23
C 0.81 2.80 -0.28
C 1.06 2.67 -1.87
H 2.53 -5.36 2.78
H 1.09 -4.30 2.39
H 2.42 -3.77 3.65
H 4.18 -3.55 1.92
H 3.27 -4.39 0.58
H 2.74 -2.25 -0.20
H 3.38 -1.46 1.42
H 3.01 0.67 0.49
H -0.27 -2.09 -1.29
H 0.80 -0.85 -2.09
H 2.09 1.53 2.39
H 0.44 1.39 3.14
H -1.28 -0.80 2.79
H -2.09 0.38 1.65
H -2.64 -1.63 -0.01
H -3.28 -2.34 2.65
H -1.18 -3.34 2.26
H -0.76 -3.30 0.48
H -3.36 -3.84 0.33
H -2.11 -4.89 0.17
H -0.58 2.31 1.11
H 0.38 3.87 -0.15
H 1.79 2.80 0.33
H 1.97 3.24 -2.23
H 1.15 1.56 -2.15
H 0.12 3.04 -2.43
Cl -4.51 -0.89 -7.26
C -4.53 -0.03 -5.70
C -5.87 -0.17 -4.99
Cl -7.17 0.71 -5.83
H -4.28 1.01 -5.89
H -3.74 -0.47 -5.09
H -5.80 0.25 -3.99
H -6.17 -1.21 -4.91
Cl 3.14 4.39 2.13
C 3.17 6.05 1.50
C 2.88 6.10 0.01
Cl 4.19 5.40 -0.96
H 4.15 6.48 1.73
H 2.42 6.61 2.05
H 2.77 7.14 -0.31
H 1.95 5.57 -0.23

---

57
Properties=species:S:1:pos:R:3 method="wB97M-V/def2-TZVPD" lumo_energy_ev=2.58 gap_ev=4.6 charge=-1 total_energy_ev=-97239.249 homo_ha=-0.0747
N 2.02 -0.01 -2.02
C 1.03 0.32 -2.72
N 0.82 -0.27 -4.01
N 0.10 1.28 -2.24
C -1.31 0.77 -2.40
C -2.26 1.32 -1.37
C -3.37 2.20 -1.93
C -4.08 1.61 -3.20
N -4.03 0.21 -3.41
C -4.81 -0.51 -2.44
C -4.41 -1.99 -2.49
C -3.81 -2.51 -1.21
Br -2.25 -3.68 -1.52
H 2.55 -0.67 -2.58
H 0.20 -1.07 -3.94
H 0.35 0.37 -4.63
H 0.21 2.07 -2.87
H -1.27 -0.30 -2.28
H -1.70 0.92 -3.40
H -2.70 0.54 -0.77
H -1.68 1.93 -0.67
H -2.96 3.18 -2.19
H -4.11 2.38 -1.16
H -5.15 1.96 -3.14
H -3.67 2.14 -4.06
H -4.73 -0.13 -1.41
H -5.89 -0.44 -2.69
H -3.67 -2.07 -3.27
H -5.25 -2.60 -2.81
H -3.42 -1.72 -0.59
H -4.52 -3.05 -0.60
C 4.28 -1.23 1.96
C 3.49 -1.66 0.74
C 4.31 -2.85 0.25
O 4.90 -3.45 1.42
C 4.74 -2.57 2.53
H 3.70 -0.65 2.68
H 5.15 -0.64 1.66
H 2.49 -1.99 1.04
H 3.38 -0.89 -0.01
H 5.11 -2.54 -0.42
H 3.70 -3.60 -0.26
H 3.98 -2.99 3.20
H 5.69 -2.50 3.08
C 1.51 2.84 4.91
C 0.72 2.41 3.68
C 1.53 1.22 3.20
O 2.11 0.62 4.37
C 1.95 1.50 5.48
H 0.93 3.43 5.62
H 2.38 3.43 4.61
H -0.28 2.09 3.97
H 0.62 3.19 2.92
H 2.34 1.53 2.53
H 0.93 0.48 2.68
H 1.19 1.08 6.15
H 2.90 1.56 6.03

---

65
Properties=species:S:1:pos:R:3 method="wB97M-V/def2-TZVPD" lumo_energy_ev=-0.45 gap_ev=8.5 total_energy_ev=-95323.819 homo_ha=-0.3274
C 0.61 -2.58 -0.66
C -0.19 -1.35 -1.20
Cl 1.00 -0.11 -1.74
C -1.08 -0.74 -0.10
C -2.59 -1.13 -0.19
C -2.82 -2.59 -0.65
O -3.73 -3.22 0.32
C -3.03 -3.92 1.17
N -2.58 -4.59 1.99
S -3.73 -2.67 -2.21
O -4.15 -4.05 -2.36
O -2.94 -2.21 -3.33
O -5.05 -1.82 -1.91
C -4.90 -0.52 -1.29
P -5.97 0.63 -2.40
N -5.36 0.40 -4.00
O -5.53 2.18 -2.03
C -3.47 -0.05 -0.91
I -2.40 0.90 -2.55
P -3.73 1.32 0.45
S -2.66 2.92 0.14
H 0.21 -2.95 0.28
H 1.67 -2.35 -0.58
H 0.50 -3.39 -1.39
H -0.76 -1.68 -2.07
H -0.74 -1.15 0.86
H -0.97 0.34 0.01
H -2.92 -1.11 0.86
H -1.92 -3.21 -0.67
H -5.48 -0.56 -0.36
H -4.61 -0.29 -4.05
H -6.15 0.11 -4.57
H -4.86 2.52 -2.63
H -3.38 0.80 1.71
H -5.08 1.74 0.45
C -0.27 1.07 4.40
C 0.26 -0.34 4.21
O 1.41 -0.42 3.39
C 2.55 0.27 3.86
C 3.06 -0.23 5.20
H -0.41 1.56 3.43
H -1.23 1.03 4.92
H 0.40 1.69 4.99
H -0.50 -0.94 3.70
H 0.44 -0.82 5.17
H 2.36 1.35 3.89
H 3.32 0.11 3.10
H 2.36 -0.02 6.01
H 4.01 0.24 5.44
H 3.21 -1.31 5.17
C 3.72 1.37 -3.00
C 3.94 2.30 -1.82
O 4.90 1.82 -0.90
C 6.21 1.66 -1.41
C 6.84 2.94 -1.92
H 3.51 0.36 -2.66
H 2.88 1.72 -3.60
H 4.59 1.32 -3.65
H 3.01 2.38 -1.25
H 4.19 3.31 -2.16
H 6.23 0.88 -2.18
H 6.81 1.28 -0.57
H 6.33 3.31 -2.81
H 7.89 2.78 -2.18
H 6.78 3.73 -1.16

---

57
Properties=species:S:1:pos:R:3 method="wB97M-V/def2-TZVPD" lumo_energy_ev=-2.08 gap_ev=9.2 charge=+1 relative_energy_kcal_mol=11.19 total_energy_ev=-46259.878 homo_ha=-0.4132
C 6.10 1.98 1.30
H 7.16 1.91 1.49
H 5.82 3.03 1.33
H 5.58 1.46 2.10
C 5.77 1.38 -0.06
C 4.31 1.58 -0.48
H 4.18 1.25 -1.51
H 4.07 2.65 -0.44
C 3.34 0.82 0.42
N 1.97 0.94 -0.04
C 1.39 0.20 -0.97
N 2.03 -0.77 -1.62
H 2.99 -0.94 -1.36
C 1.36 -1.86 -2.29
H 0.45 -1.48 -2.75
H 2.02 -2.24 -3.07
C 1.01 -2.99 -1.30
N 0.11 -2.50 -0.27
C -1.15 -3.21 -0.12
H -1.51 -3.52 -1.10
C -2.18 -2.27 0.52
N -1.49 -1.31 1.36
H -0.53 1.15 -0.19
C -1.87 -0.02 1.46
N -3.14 0.30 1.19
H -3.80 -0.44 1.03
C -3.69 1.63 1.17
H -2.87 2.34 1.28
C -4.44 1.90 -0.14
C -3.52 1.92 -1.35
C -4.29 2.19 -2.64
H -3.62 2.20 -3.49
H -5.04 1.41 -2.80
H -4.80 3.15 -2.59
H -2.77 2.70 -1.22
H -3.00 0.96 -1.44
H -4.94 2.86 -0.05
H -5.21 1.13 -0.27
H -4.37 1.75 2.02
S -0.74 1.18 1.85
C -0.33 -1.84 2.03
H 0.08 -1.06 2.68
H -0.66 -2.67 2.66
C 0.73 -2.32 1.03
H 1.53 -1.59 0.95
H 1.17 -3.26 1.40
H -2.91 -2.85 1.09
H -2.70 -1.72 -0.28
H -1.02 -4.11 0.50
H 0.54 -3.79 -1.87
H 1.93 -3.38 -0.86
S -0.25 0.57 -1.42
H 1.41 1.66 0.40
H 3.37 1.22 1.43
H 3.63 -0.24 0.48
H 6.01 0.31 -0.06
H 6.40 1.85 -0.82